[1]
The following is a quantum chemistry calculation of 8 unconnected molecules or ions with the total composition C36H74BO10 at a distorted geometry, from the Open Molecules 2025 dataset.

XYZ file:
```
121
C36H74BO10 (the ωB97M-V functional and the def2-TZVPD basis)
C 4.368 -4.357 2.265
O 5.378 -3.569 1.651
C 4.978 -3.219 0.322
C 5.047 -1.693 0.145
C 4.100 -0.964 1.154
C 2.656 -0.990 0.582
B 1.503 -0.375 1.582
O 2.061 0.819 2.331
C 0.897 -1.461 2.673
C 0.329 -2.740 1.933
C -0.271 -2.460 0.529
O -1.071 -2.783 1.783
H 3.372 -3.899 2.180
H 4.590 -4.409 3.339
H 4.385 -5.367 1.823
H 5.618 -3.721 -0.426
H 3.954 -3.546 0.096
H 4.618 -1.507 -0.850
H 6.076 -1.309 0.164
H 4.074 -1.504 2.113
H 4.491 0.046 1.311
H 2.661 -0.358 -0.328
H 2.461 -2.021 0.238
H 0.555 0.068 0.949
H 2.475 0.528 3.152
H 1.644 -1.867 3.380
H -0.010 -1.063 3.149
H 0.869 -3.686 2.050
H -0.772 -1.515 0.367
H -0.405 -3.379 -0.041
C -4.030 -2.743 3.309
C -5.545 -2.883 3.311
C -5.902 -2.414 4.713
O -4.916 -1.447 5.089
C -3.831 -1.490 4.142
H -3.594 -2.663 2.316
H -3.577 -3.602 3.811
H -5.980 -2.208 2.568
H -5.894 -3.893 3.099
H -5.857 -3.241 5.432
H -6.894 -1.961 4.766
H -3.885 -0.589 3.523
H -2.880 -1.486 4.675
C -4.432 1.719 -1.145
C -4.778 0.384 -0.488
C -3.489 -0.397 -0.698
O -2.426 0.541 -0.703
C -2.955 1.863 -0.785
H -5.041 2.553 -0.794
H -4.550 1.644 -2.228
H -4.954 0.532 0.581
H -5.654 -0.108 -0.912
H -3.489 -0.912 -1.667
H -3.315 -1.134 0.089
H -2.817 2.331 0.187
H -2.394 2.436 -1.526
C -3.031 -2.089 7.726
C -2.810 -0.947 8.708
C -1.522 -1.373 9.397
O -0.771 -2.120 8.440
C -1.606 -2.423 7.313
H -3.671 -1.827 6.884
H -3.480 -2.942 8.244
H -2.653 -0.014 8.161
H -3.636 -0.798 9.404
H -1.728 -2.027 10.254
H -0.928 -0.525 9.744
H -1.279 -1.801 6.473
H -1.480 -3.470 7.036
C 6.025 -3.340 -5.034
C 4.515 -3.482 -5.164
C 4.042 -3.049 -3.784
O 4.989 -2.092 -3.308
C 6.144 -2.106 -4.152
H 6.542 -3.234 -5.987
H 6.437 -4.212 -4.517
H 4.141 -2.790 -5.923
H 4.188 -4.488 -5.430
H 4.029 -3.893 -3.085
H 3.048 -2.599 -3.801
H 6.136 -1.190 -4.750
H 7.046 -2.113 -3.538
C 0.119 5.626 1.027
C 0.792 4.498 1.800
C -0.339 3.494 1.935
O -1.173 3.661 0.774
C -0.800 4.856 0.091
H 0.818 6.276 0.498
H -0.472 6.245 1.709
H 1.601 4.069 1.205
H 1.203 4.805 2.761
H -0.949 3.697 2.823
H 0.019 2.464 1.985
H -0.278 4.572 -0.831
H -1.698 5.419 -0.178
C 6.362 3.418 -5.674
C 6.015 3.041 -7.106
C 6.189 1.531 -7.081
O 5.873 1.102 -5.755
C 5.786 2.246 -4.895
H 5.953 4.378 -5.359
H 7.448 3.453 -5.551
H 4.972 3.295 -7.315
H 6.639 3.529 -7.854
H 7.227 1.247 -7.291
H 5.539 1.020 -7.793
H 4.732 2.409 -4.653
H 6.327 2.048 -3.970
C -6.442 4.008 -6.063
C -6.920 4.798 -4.853
C -7.064 3.705 -3.805
O -6.088 2.707 -4.116
C -5.547 2.962 -5.416
H -5.922 4.612 -6.806
H -7.292 3.524 -6.551
H -6.149 5.511 -4.547
H -7.844 5.349 -5.023
H -8.054 3.238 -3.852
H -6.900 4.070 -2.791
H -4.526 3.337 -5.290
H -5.508 2.031 -5.983
```

Output
orbital gap: 0.238 Eh
multiplicity: 1
total charge: -1
HOMO energy: -4.2 eV


[2]
The following is a quantum chemistry calculation of 2 unconnected molecules or ions with the total composition C3H5N at a distorted geometry, from the Open Molecules 2025 dataset.

XYZ file:
```
9
C3H5N (the ωB97M-V functional and the def2-TZVPD basis)
C -0.030 0.188 -0.864
C -1.219 0.657 -1.522
C 1.139 -0.421 1.035
N 0.184 0.378 -2.090
H -1.925 0.018 -1.820
H -1.630 1.777 -1.516
H 1.135 0.684 1.353
H 1.856 -0.942 0.501
H 0.501 -0.908 1.670
```

Output
orbital gap: 0.328 Eh
multiplicity: 1
ΔE to the lowest compared entry with this formula, charge and spin: 125.5 kcal per mole
HOMO energy: -9.1 eV


[3]
The following is a quantum chemistry calculation of 7 unconnected molecules or ions with the total composition C33H72BrClF3NO14P at a distorted geometry, from the Open Molecules 2025 dataset.

XYZ file:
```
126
C33H72BrClF3NO14P (the ωB97M-V functional and the def2-TZVPD basis)
C -1.724 -3.831 2.141
C -2.410 -2.473 2.449
C -2.915 -2.580 3.895
C -3.605 -2.234 1.511
C -3.264 -2.493 0.021
C -4.313 -0.888 1.713
O -3.507 0.248 1.399
C -3.306 1.151 2.429
O -2.342 0.568 3.388
N -1.040 0.683 2.872
O -0.257 0.588 3.739
O -2.621 2.218 1.869
P -2.703 3.667 2.841
C -3.684 4.700 1.569
O -2.942 5.779 0.918
C -3.167 6.975 1.383
F -4.146 7.604 0.747
F -2.070 7.714 1.166
F -3.414 7.048 2.667
C -0.965 4.299 2.335
C -0.473 3.716 1.037
O -0.991 3.783 0.033
Br 1.272 2.715 1.140
O -4.267 3.145 3.462
C -4.560 1.796 3.109
C -4.963 1.164 4.465
C -5.673 1.944 2.040
C -6.687 3.008 2.382
O -7.142 3.170 3.411
Cl -7.174 4.078 1.000
H -0.834 -3.873 2.769
H -1.366 -3.871 1.113
H -2.435 -4.625 2.378
H -1.638 -1.715 2.340
H -3.867 -3.118 3.924
H -3.099 -1.604 4.348
H -2.193 -3.085 4.538
H -4.336 -2.999 1.801
H -2.208 -2.356 -0.201
H -3.629 -3.482 -0.249
H -3.865 -1.791 -0.565
H -5.151 -0.877 1.003
H -4.752 -0.870 2.712
H -2.812 4.774 3.770
H -2.048 2.993 3.938
H -3.973 4.022 0.760
H -4.621 5.048 1.987
H -0.854 5.380 2.362
H -0.290 3.925 3.105
H -4.648 0.124 4.578
H -4.421 1.728 5.217
H -6.031 1.277 4.646
H -5.201 2.112 1.076
H -6.232 1.001 1.948
C 2.681 -1.522 1.845
C 2.203 -2.013 0.487
C 2.985 -1.367 -0.647
O 0.811 -1.724 0.338
H 2.538 -0.441 1.935
H 2.103 -1.987 2.646
H 3.737 -1.748 2.001
H 2.309 -3.099 0.433
H 2.855 -0.280 -0.635
H 2.626 -1.722 -1.613
H 4.052 -1.589 -0.568
H 0.700 -0.765 0.385
C -5.246 -4.770 -2.540
C -6.560 -4.980 -1.803
C -7.751 -4.655 -2.692
O -6.594 -4.158 -0.637
H -5.139 -3.726 -2.848
H -4.402 -4.998 -1.890
H -5.183 -5.401 -3.429
H -6.628 -6.015 -1.462
H -7.723 -3.608 -3.006
H -8.685 -4.803 -2.148
H -7.763 -5.285 -3.584
H -6.533 -3.239 -0.923
C 4.145 -2.911 -5.623
C 2.857 -2.908 -4.812
C 1.647 -2.658 -5.701
O 2.927 -1.909 -3.802
H 4.295 -1.941 -6.105
H 5.005 -3.084 -4.973
H 4.128 -3.685 -6.394
H 2.743 -3.866 -4.300
H 1.724 -1.681 -6.186
H 0.732 -2.651 -5.107
H 1.557 -3.425 -6.474
H 3.028 -1.053 -4.240
C 6.275 4.529 -0.322
C 5.457 3.547 -1.149
C 4.650 4.266 -2.220
O 4.581 2.815 -0.302
H 5.621 5.238 0.191
H 6.842 4.001 0.446
H 6.973 5.090 -0.948
H 6.123 2.819 -1.618
H 3.944 4.967 -1.765
H 4.064 3.551 -2.798
H 5.299 4.820 -2.902
H 3.981 3.443 0.120
C 4.845 2.320 -5.604
C 4.015 1.350 -6.429
C 3.220 2.075 -7.503
O 3.124 0.630 -5.576
H 4.202 3.041 -5.094
H 5.403 1.787 -4.833
H 5.551 2.868 -6.231
H 4.670 0.610 -6.894
H 2.524 2.788 -7.053
H 2.624 1.368 -8.082
H 3.879 2.616 -8.185
H 2.534 1.267 -5.153
C 6.800 -2.625 5.590
C 6.312 -3.117 4.235
C 7.098 -2.477 3.099
O 4.927 -2.824 4.085
H 6.666 -1.543 5.678
H 6.224 -3.085 6.393
H 7.856 -2.857 5.740
H 6.411 -4.202 4.182
H 6.973 -1.390 3.108
H 6.733 -2.833 2.135
H 8.163 -2.705 3.176
H 4.818 -1.866 4.128
```

Output
orbital gap: 0.273 Eh
multiplicity: 1
total charge: -1
HOMO energy: -5.4 eV


| no. | energy (eV) | LUMO (eV) |
| --- | --- | --- |
| 1 | -59679.422 | 2.2 |
| 2 | -4676.414 | -0.2 |
| 3 | -165548.865 | 2.1 |